## w
C2H7NO3 | ωB97M-V with the def2-TZVPD basis set

The geometry in ORCA input format:
```
! RIJCOSX wB97M-V def2-TZVPD def2/J DEFGRID3
* xyz 0 1
N -0.2814 1.3639 1.8686
C 0.4308 1.4001 0.6130
O 0.0276 0.1891 -0.0772
H 0.3289 1.7237 2.5869
H -0.8533 0.6047 2.1888
H 1.5366 1.3707 0.6385
H 0.0623 2.2196 -0.0130
H -0.1973 0.3973 -0.9998
O -0.5269 -1.0708 -2.4331
C -0.4603 -2.0275 -1.6757
O 0.5064 -2.1108 -0.7959
H -1.2241 -2.8412 -1.6091
H 0.6508 -1.2189 -0.2920
*
```

The structure (SMILES) is O=CO.NCO. Its gap between HOMO and LUMO is 10.41 eV. The value obtained for the HOMO energy is -0.3522 hartree.

=====

## x
C2H7NO3 | ωB97M-V with the def2-TZVPD basis set

The geometry in ORCA input format:
```
! RIJCOSX wB97M-V def2-TZVPD def2/J DEFGRID3
* xyz 0 1
C -2.2530 0.5307 -1.5059
N -1.4860 0.4014 -0.2174
C -0.1606 -0.0190 -0.1666
O 0.4875 -0.2800 -1.4059
O 0.4806 -0.0262 0.8371
H -3.0807 -0.2521 -1.5503
H -2.7727 1.4984 -1.5599
H -1.6260 0.5518 -2.4382
H -2.0888 0.3274 0.5600
H 1.3838 -0.7191 -1.3459
H 1.7292 -0.7676 2.0731
H 2.8801 0.0415 1.5762
O 2.5893 -0.5139 2.3489
*
```

The structure (SMILES) is CNC(=O)O.O. Its gap between HOMO and LUMO is 10.80 eV. The value obtained for the HOMO energy is -0.3804 hartree.

=====

## y
C2H7NO3 | ωB97M-V with the def2-TZVPD basis set

The geometry in ORCA input format:
```
! RIJCOSX wB97M-V def2-TZVPD def2/J DEFGRID3
* xyz 0 1
O 1.4113 0.2317 1.4941
C 1.0463 -0.1809 0.4284
O 1.0594 -1.4942 0.1153
C 0.8143 0.7189 -0.7780
N -0.5822 1.1374 -0.9157
H 1.3843 -1.9421 0.9145
H 1.2078 0.2255 -1.6605
H 1.4867 1.5479 -0.5402
H -0.7241 1.9712 -0.3523
H -0.7211 1.4682 -1.8651
H -2.1518 -0.1673 -0.4797
H -3.3230 -1.1803 -0.3521
O -2.9893 -0.3386 -0.0255
*
```

The structure (SMILES) is NCC(=O)O.O. Its gap between HOMO and LUMO is 10.94 eV. The value obtained for the HOMO energy is -0.3809 hartree.

=====

Here are the energies relative to the best structure, in eV: w 1.041; x 0.227; y 0.000.

=====

## w
C3H12O2S2 | ωB97M-V with the def2-TZVPD basis set

The geometry in ORCA input format:
```
! RIJCOSX wB97M-V def2-TZVPD def2/J DEFGRID3
* xyz 0 1
C -1.1261 2.9133 1.2432
C -0.2611 1.9397 0.4983
S 0.3648 0.8561 1.7861
S 2.2276 0.1501 1.2044
C 2.1898 -1.6188 0.6475
H -2.1674 2.6120 1.3791
H -1.2686 3.9232 0.7986
H -0.8317 3.3181 2.2139
H -0.7650 1.3550 -0.2634
H 0.6114 2.4226 0.0597
H 1.3837 -2.2401 1.0043
H 2.1185 -1.7091 -0.4377
H 3.1785 -1.8405 1.0396
H -1.2866 -1.0203 -1.8095
H -2.1654 -1.7447 -2.8991
O -2.1524 -1.0249 -2.2305
H -0.7271 -2.6743 -0.9313
H 0.7856 -2.9952 -1.6516
O -0.1086 -2.6223 -1.6516
*
```

The structure (SMILES) is CCSSC.O.O. Its gap between HOMO and LUMO is 9.21 eV. The value obtained for the HOMO energy is -0.3218 hartree.

=====

## x
C3H12O2S2 | ωB97M-V with the def2-TZVPD basis set

The geometry in ORCA input format:
```
! RIJCOSX wB97M-V def2-TZVPD def2/J DEFGRID3
* xyz 0 1
C 0.6441 0.3466 0.4341
C -0.3446 0.4478 -0.7182
C 0.7304 -1.0241 1.0419
S 1.9847 -1.1961 2.3624
S 1.4079 0.2409 3.7503
H 0.3671 1.0785 1.2092
H 1.6048 0.7037 0.0686
H -1.3751 0.2902 -0.3873
H -0.2531 1.4260 -1.1849
H -0.1611 -0.3295 -1.4632
H 1.0778 -1.7643 0.3294
H -0.2180 -1.3392 1.4529
H 2.1020 1.2417 3.1932
H -1.5085 2.9445 2.1018
H -1.9515 2.6091 3.5190
O -1.1887 2.5613 2.9246
H -1.4475 -2.9660 -6.7917
H -0.3023 -2.4305 -5.9668
O -1.1685 -2.8407 -5.8755
*
```

The structure (SMILES) is CCCSS.O.O. Its gap between HOMO and LUMO is 9.40 eV. The value obtained for the HOMO energy is -0.3250 hartree.

=====

Here are the energies relative to the best structure, in eV: w 0.869; x 0.000.

=====

## w
C3H12O2S2 | ωB97M-V with the def2-TZVPD basis set

The geometry in ORCA input format:
```
! RIJCOSX wB97M-V def2-TZVPD def2/J DEFGRID3
* xyz 0 1
C -0.6078 -0.6489 0.3934
C -1.1105 -1.3919 1.6473
C -1.9198 -0.0369 -0.2422
S -1.6949 0.4873 -1.9402
S -0.9184 2.3199 -2.3315
H -0.0829 -1.2592 -0.3099
H -0.0280 0.1653 0.8180
H -0.1715 -1.1876 2.4752
H -1.9637 -0.9606 2.1201
H -1.1044 -2.3887 1.8315
H -2.0637 0.7611 0.3084
H -2.8779 -0.7136 -0.1642
H -0.2702 2.4253 -1.1510
H 3.3321 -1.1830 -1.7818
H 1.8040 -0.7836 -2.1249
O 2.4275 -1.0473 -1.4758
H 1.9561 1.6008 1.3078
H 2.4717 2.1728 -0.0704
O 2.8223 1.6689 0.6901
*
```

The structure (SMILES) is CCCSS.O.O. Its gap between HOMO and LUMO is 8.45 eV. The value obtained for the HOMO energy is -0.3008 hartree.

=====

## x
C3H12O2S2 | ωB97M-V with the def2-TZVPD basis set

The geometry in ORCA input format:
```
! RIJCOSX wB97M-V def2-TZVPD def2/J DEFGRID3
* xyz 0 1
C 0.8115 1.0684 1.1689
C -0.6919 1.3520 1.2253
C 1.1235 -0.4178 1.2643
S 2.7551 -0.7353 0.4339
S 2.4391 -2.4952 -0.5401
H 1.1190 1.3869 0.1675
H 1.5085 1.5733 1.8388
H -1.1182 0.6859 0.4854
H -0.8735 2.3577 0.8505
H -1.0704 1.2086 2.1892
H 1.2098 -0.8378 2.2639
H 0.4398 -1.0718 0.7203
H 2.7622 -3.3545 0.4420
H 0.1867 -3.2410 -4.2096
H 1.4678 -4.0129 -3.9767
O 0.7232 -3.6269 -3.5098
H -3.8666 2.7356 -0.1740
H -4.6805 3.8436 -0.7307
O -4.2452 3.5813 0.0910
*
```

The structure (SMILES) is CCCSS.O.O. Its gap between HOMO and LUMO is 9.45 eV. The value obtained for the HOMO energy is -0.3253 hartree.

=====

## y
C3H12O2S2 | ωB97M-V with the def2-TZVPD basis set

The geometry in ORCA input format:
```
! RIJCOSX wB97M-V def2-TZVPD def2/J DEFGRID3
* xyz 0 1
C -0.2577 0.6110 1.1191
C -0.1478 -0.8456 0.6982
C 0.4789 1.6525 0.2269
S 0.7192 1.0374 -1.5150
S 0.8433 2.9429 -2.3442
H 0.1118 0.6957 2.1436
H -1.3067 0.8869 1.1602
H -0.9844 -1.4703 0.9905
H -0.0411 -0.9783 -0.3719
H 0.6882 -1.3427 1.1884
H 1.4760 1.9276 0.5634
H -0.1783 2.5162 0.1920
H -0.1140 2.9314 -3.2742
H -3.5649 -1.6130 -1.4653
H -3.2072 -2.2352 -0.1404
O -2.8181 -2.0027 -0.9913
H 2.2001 -2.1072 0.4751
H 3.0147 -0.8430 0.8021
O 3.0881 -1.7638 0.5430
*
```

The structure (SMILES) is CCCSS.O.O. Its gap between HOMO and LUMO is 9.20 eV. The value obtained for the HOMO energy is -0.3189 hartree.

=====

Here are the energies relative to the best structure, in eV: w 2.130; x 0.000; y 0.204.

=====

## w
C2H9NO2 | ωB97M-V with the def2-TZVPD basis set

The geometry in ORCA input format:
```
! RIJCOSX wB97M-V def2-TZVPD def2/J DEFGRID3
* xyz 0 1
C -0.6475 -0.1713 0.2092
N -0.6962 1.2444 -0.1820
C -0.1538 1.6067 -1.4189
O -0.7116 0.9321 -2.5652
H -0.2813 -0.2422 1.2279
H 0.0182 -0.6484 -0.5095
H -1.6311 -0.6271 0.1979
H -1.5230 1.7874 0.0224
H -0.2076 2.6926 -1.5183
H 0.8794 1.3042 -1.5067
H -1.6286 1.1709 -2.7250
H 1.6841 -2.5282 2.5745
H 2.6643 -3.1979 3.5228
O 2.2347 -3.3233 2.6708
*
```

The structure (SMILES) is CNCO.O. Its gap between HOMO and LUMO is 9.79 eV. The value obtained for the HOMO energy is -0.3318 hartree.

=====

## x
C2H9NO2 | ωB97M-V with the def2-TZVPD basis set

The geometry in ORCA input format:
```
! RIJCOSX wB97M-V def2-TZVPD def2/J DEFGRID3
* xyz 0 1
O 0.5073 0.8644 0.8668
N 0.2538 2.9333 -0.0006
C 0.8175 -0.4114 0.2545
C -0.3337 1.6294 0.1057
H 0.3683 3.3944 0.9088
H -0.4658 3.4664 -0.5013
H 1.7051 -0.2403 -0.3775
H -0.0147 -0.7417 -0.3897
H 1.0470 -1.2162 0.9730
H -0.4596 1.1633 -0.8905
H -1.3148 1.5999 0.6175
O -0.8945 -4.4364 -0.3202
H 0.0754 -4.3331 -0.4502
H -1.2913 -3.6721 -0.7963
*
```

The structure (SMILES) is COCN.O. Its gap between HOMO and LUMO is 10.04 eV. The value obtained for the HOMO energy is -0.3457 hartree.

=====

## y
C2H9NO2 | ωB97M-V with the def2-TZVPD basis set

The geometry in ORCA input format:
```
! RIJCOSX wB97M-V def2-TZVPD def2/J DEFGRID3
* xyz 0 1
C -1.4784 -1.1730 0.3429
C 0.1709 -0.6919 -1.3392
N -0.0039 -1.2811 -0.1704
H -1.4504 -0.3979 1.1009
H -2.2089 -0.9147 -0.4358
H -1.7362 -2.1055 0.8448
H 1.1269 -0.8382 -1.8477
H -0.5888 -0.1048 -1.8856
H 0.4183 1.4871 0.2957
H -0.6655 2.6977 -0.0487
O -0.2450 1.9317 -0.4470
H 0.9191 -0.2437 1.1562
H 2.3626 0.2919 1.0720
O 1.4568 0.6039 1.3118
*
```

The structure (SMILES) is C=NC.O.O. Its gap between HOMO and LUMO is 11.18 eV. The value obtained for the HOMO energy is -0.3776 hartree.

=====

Here are the energies relative to the best structure, in eV: w 0.000; x 0.462; y 0.624.

=====

## w
C2H3BrClNO | ωB97M-V with the def2-TZVPD basis set

The geometry in ORCA input format:
```
! RIJCOSX wB97M-V def2-TZVPD def2/J DEFGRID3
* xyz 0 1
C -1.2357 1.8210 0.2886
C 0.6493 -0.9702 -0.4076
N -2.3297 1.7469 0.7633
O -0.1582 1.9879 -0.1521
Cl 0.1107 -1.8983 0.9793
Br 2.4210 0.4774 0.3710
H 1.4165 -1.5591 -0.8781
H 1.0469 1.2312 0.4717
H -2.6940 0.8680 0.9804
*
```

Its gap between HOMO and LUMO is 8.57 eV. The value obtained for the HOMO energy is -0.3154 hartree.

=====

## x
C2H3BrClNO | ωB97M-V with the def2-TZVPD basis set

The geometry in ORCA input format:
```
! RIJCOSX wB97M-V def2-TZVPD def2/J DEFGRID3
* xyz 0 1
C -0.3421 -0.7458 0.3110
C -1.2934 0.3319 0.0987
N 1.7597 -0.0071 -0.8302
O -0.0492 -1.7498 0.7768
Cl 2.7649 -1.1979 -0.1269
Br 1.8805 1.6859 0.0366
H -1.7567 0.4507 -0.9829
H -0.6824 1.1591 0.1560
H -2.2814 0.0730 0.5609
*
```

Its gap between HOMO and LUMO is 7.38 eV. The value obtained for the HOMO energy is -0.2875 hartree.

=====

## y
C2H3BrClNO | ωB97M-V with the def2-TZVPD basis set

The geometry in ORCA input format:
```
! RIJCOSX wB97M-V def2-TZVPD def2/J DEFGRID3
* xyz 0 1
C 0.8710 1.0876 -0.1517
C 0.0905 -0.7801 0.4189
N -1.1000 -0.8640 -0.2953
O 0.2562 1.8491 -0.8047
Cl 2.4670 1.2506 0.4650
Br -2.4300 0.4220 0.1296
H -0.0359 -0.7044 1.4855
H 0.8424 -1.4638 0.0552
H -0.9611 -0.7968 -1.3027
*
```

Its gap between HOMO and LUMO is 8.55 eV. The value obtained for the HOMO energy is -0.3142 hartree.

=====

## z
C2H3BrClNO | ωB97M-V with the def2-TZVPD basis set

The geometry in ORCA input format:
```
! RIJCOSX wB97M-V def2-TZVPD def2/J DEFGRID3
* xyz 0 1
C -0.7106 -0.0341 -0.8805
C 0.7352 -0.5863 1.0082
N -0.5742 1.2344 -0.6398
O 0.0755 -0.9358 -0.1850
Cl 2.6139 -0.5688 0.7923
Br -1.7896 2.2472 -1.5059
H -1.3924 -0.3534 -1.7118
H 0.4160 0.4060 1.4355
H 0.6260 -1.4092 1.6870
*
```

Its gap between HOMO and LUMO is 10.43 eV. The value obtained for the HOMO energy is -0.3628 hartree.

=====

Here are the energies relative to the best structure, in eV: w 2.153; x 3.116; y 0.660; z 0.000.

=====

## w
CHN3O3 | ωB97M-V with the def2-TZVPD basis set

The geometry in ORCA input format:
```
! RIJCOSX wB97M-V def2-TZVPD def2/J DEFGRID3
* xyz 0 1
C 0.1919 0.7644 0.0870
H 2.0619 -0.1349 -0.0871
N 0.3719 -0.6263 0.2590
N -0.7858 -1.2876 0.1649
N -1.6664 -0.3898 -0.1057
O 1.5912 -1.1502 -0.2396
O -1.1320 0.9555 -0.1699
O 0.9594 1.6540 0.0768
*
```

The structure (SMILES) is O=c1onnn1O. Its gap between HOMO and LUMO is 10.39 eV. The value obtained for the HOMO energy is -0.3886 hartree.

=====

## x
CHN3O3 | ωB97M-V with the def2-TZVPD basis set

The geometry in ORCA input format:
```
! RIJCOSX wB97M-V def2-TZVPD def2/J DEFGRID3
* xyz 0 1
C 0.1570 0.9020 0.0596
H -2.0658 -0.2920 -0.1242
N -0.2287 -0.4337 0.1732
N 0.8361 -1.2798 -0.0251
N 1.8757 -0.5162 -0.0699
O -1.4622 -1.0135 -0.0179
O 1.4874 0.8055 0.0594
O -0.5995 1.8278 -0.0552
*
```

The structure (SMILES) is O=c1onnn1O. Its gap between HOMO and LUMO is 10.62 eV. The value obtained for the HOMO energy is -0.3848 hartree.

=====

Here are the energies relative to the best structure, in eV: w 0.879; x 0.000.